Record 1
2 unconnected molecules or ions with the total composition C5H11NO. Source: the Open Molecules 2025 dataset; level of theory: the ωB97M-V functional and the def2-TZVPD basis.

Energy above the lowest of the compared OMol25 structures with the same formula, charge and spin: 53.5 kcal per mole
LUMO: 1.01 eV
Structure (SMILES): C=CN1C[C@@H]1C.O

```
! RIJCOSX wB97M-V def2-TZVPD def2/J DEFGRID3
* xyz 0 1
H -1.02 0.99 -1.05
C -1.90 0.37 0.88
H 0.73 2.49 -0.18
H 1.10 -2.47 0.27
H 0.04 -1.37 -1.75
H 2.37 0.42 -0.80
C 1.02 -0.90 -1.76
H -2.17 -0.65 0.59
H -1.59 0.35 1.93
H 1.72 -1.20 -2.53
C -0.78 0.87 0.01
N 0.56 0.36 0.26
O 0.39 -2.50 0.93
H -2.78 1.01 0.79
C 0.30 1.76 0.51
H 0.31 2.06 1.56
C 1.38 -0.02 -0.82
H 0.32 -1.57 1.18
*
```

Record 2
A single C5H11NO molecule. Source: the Open Molecules 2025 dataset; level of theory: the ωB97M-V functional and the def2-TZVPD basis.

Energy above the lowest of the compared OMol25 structures with the same formula, charge and spin: 49.5 kcal per mole
LUMO: 0.82 eV
Structure (SMILES): CCN(C)C(C)=O

```
! RIJCOSX wB97M-V def2-TZVPD def2/J DEFGRID3
* xyz 0 1
H -0.52 1.89 0.17
H -0.78 0.67 1.15
H -2.96 0.90 0.02
H -0.43 -1.62 1.62
C 1.27 0.80 -1.34
H 1.18 -2.19 1.87
H 0.83 -0.36 2.29
H -2.09 0.32 -1.53
H 2.32 0.46 -1.04
H 1.07 1.81 -1.14
H 1.09 0.77 -2.40
C -2.07 0.40 -0.36
O 1.90 -1.74 -0.49
C -0.73 0.78 0.11
H -2.14 -0.68 -0.19
N 0.43 0.07 -0.40
C 0.57 -1.27 1.52
C 1.06 -1.00 0.15
*
```

Record 3
2 unconnected molecules or ions with the total composition C5H11NO. Source: the Open Molecules 2025 dataset; level of theory: the ωB97M-V functional and the def2-TZVPD basis.

Energy above the lowest of the compared OMol25 structures with the same formula, charge and spin: 62.3 kcal per mole
LUMO: 0.50 eV
Structure (SMILES): C=C(N)/C=C/C.O

```
! RIJCOSX wB97M-V def2-TZVPD def2/J DEFGRID3
* xyz 0 1
H -0.23 -0.22 1.46
H -1.66 -2.99 -0.65
H -1.19 0.55 -1.21
C -1.90 1.73 0.61
H -1.33 2.66 0.58
H -0.49 -2.03 -0.37
H 3.22 -1.01 0.40
H -2.10 1.42 1.64
C 0.02 0.15 0.46
H 2.53 0.76 -1.46
H 1.05 1.44 -1.34
C -1.11 0.67 -0.12
C 2.14 -0.98 0.51
C 1.29 -0.21 -0.17
O -0.72 -2.93 -0.53
H -2.86 1.97 0.15
H 1.78 -1.56 1.34
N 1.56 0.58 -1.29
*
```

Record 4
3 unconnected molecules or ions with the total composition C5H11NO. Source: the Open Molecules 2025 dataset; level of theory: the ωB97M-V functional and the def2-TZVPD basis.

Energy above the lowest of the compared OMol25 structures with the same formula, charge and spin: 68.8 kcal per mole
LUMO: 1.05 eV
Structure (SMILES): [H]/N=C\C.C=C.C=O

```
! RIJCOSX wB97M-V def2-TZVPD def2/J DEFGRID3
* xyz 0 1
H -0.11 2.24 1.25
H -2.47 -1.24 -0.36
C -1.86 0.76 -0.62
N 1.24 -0.69 1.02
H -1.26 1.46 -1.20
H -1.31 -0.90 -1.77
H 1.57 2.31 1.80
H 1.10 -0.83 2.03
H -2.40 1.17 0.23
H 2.02 -2.47 -0.74
C 0.71 1.64 1.65
C 1.06 0.53 0.71
H 0.17 -2.27 -0.71
O 1.21 -1.07 -1.96
C 1.14 -1.94 -1.12
H 0.42 1.23 2.62
C -1.89 -0.53 -0.93
H 1.17 0.78 -0.35
*
```

Record 5
A molecular structure, C5H11NO. Source: the Open Molecules 2025 dataset; level of theory: the ωB97M-V functional and the def2-TZVPD basis.

Energy above the lowest of the compared OMol25 structures with the same formula, charge and spin: 110.8 kcal per mole
LUMO: -0.60 eV

```
! RIJCOSX wB97M-V def2-TZVPD def2/J DEFGRID3
* xyz 0 1
H -0.76 0.39 -2.24
C 0.54 -1.63 -0.66
C 0.37 -0.29 -0.52
O -0.44 -0.01 2.74
H -0.69 1.53 -1.01
H -2.25 0.17 0.41
H -2.87 0.76 -1.12
H -0.21 -0.90 2.98
C -2.20 0.02 -0.68
H 2.81 0.27 -0.82
H 0.23 0.23 2.07
H -0.24 -2.19 -1.15
H 1.37 -2.10 -0.13
N 1.10 0.62 0.37
H -2.49 -0.97 -1.00
H 1.96 1.90 -1.05
C -0.79 0.45 -1.13
C 1.97 0.91 -0.56
*
```

Record 6
2 unconnected molecules or ions with the total composition C5H11NO. Source: the Open Molecules 2025 dataset; level of theory: the ωB97M-V functional and the def2-TZVPD basis.

Energy above the lowest of the compared OMol25 structures with the same formula, charge and spin: 19.7 kcal per mole
LUMO: 0.75 eV
Structure (SMILES): CN=C=O.CCC

```
! RIJCOSX wB97M-V def2-TZVPD def2/J DEFGRID3
* xyz 0 1
O -0.12 2.03 1.40
H -0.54 -0.55 -0.57
H -0.39 1.90 -1.19
C 0.07 -0.21 -1.41
H 2.18 0.16 -1.82
H 1.64 0.70 -0.22
H 0.06 1.44 -2.84
C -0.48 1.11 -1.94
H -1.54 1.02 -2.21
H -0.02 -0.99 -2.19
H -0.22 -1.24 3.53
C -0.53 0.97 1.73
C -0.73 -1.35 2.58
H 1.90 -1.03 -0.54
N -1.06 -0.06 2.02
H -1.66 -1.90 2.74
C 1.53 -0.09 -0.97
H -0.10 -1.92 1.89
*
```

Record 7
A single C5H11NO molecule. Source: the Open Molecules 2025 dataset; level of theory: the ωB97M-V functional and the def2-TZVPD basis.

Energy above the lowest of the compared OMol25 structures with the same formula, charge and spin: 28.3 kcal per mole
LUMO: 0.94 eV
Structure (SMILES): O[C@H]1CCCNC1

```
! RIJCOSX wB97M-V def2-TZVPD def2/J DEFGRID3
* xyz 0 1
H 0.88 -2.05 -1.23
C 0.46 -1.06 -1.00
H 1.90 0.38 -1.20
H -1.44 -1.93 -0.37
H -2.13 0.34 -0.18
H -0.27 1.53 -1.31
H 0.01 -0.65 -1.92
H 1.25 -0.09 1.59
C -1.35 0.04 0.52
H -0.44 1.78 1.48
H -0.26 -1.78 0.93
C -0.70 -1.27 0.08
C 1.19 0.55 0.69
H -1.83 -0.10 1.49
O -0.38 2.04 -0.49
C -0.30 1.15 0.60
H 1.90 1.37 0.80
N 1.52 -0.23 -0.48
*
```

Record 8
2 unconnected molecules or ions with the total composition C5H11NO. Source: the Open Molecules 2025 dataset; level of theory: the ωB97M-V functional and the def2-TZVPD basis.

Energy above the lowest of the compared OMol25 structures with the same formula, charge and spin: 53.1 kcal per mole
LUMO: 1.00 eV
Structure (SMILES): C=CN1C[C@@H]1C.O

```
! RIJCOSX wB97M-V def2-TZVPD def2/J DEFGRID3
* xyz 0 1
H 2.21 -0.21 1.33
C -1.05 -0.75 0.90
H -0.68 1.84 0.48
C 0.97 -0.49 -0.51
H 1.99 1.39 -0.70
H -1.13 -1.15 1.92
H 2.42 0.18 -1.94
H 1.35 -1.84 1.21
O -1.47 2.37 0.26
H 0.56 -1.34 -1.06
H -2.18 1.80 0.56
C -2.06 -0.82 0.04
H -3.00 -1.30 0.32
N 0.17 -0.09 0.64
H 0.86 1.03 -2.02
C 1.42 -0.80 0.87
H -1.98 -0.40 -0.96
C 1.60 0.59 -1.34
*
```

Record 9
2 unconnected molecules or ions with the total composition C5H11NO. Source: the Open Molecules 2025 dataset; level of theory: the ωB97M-V functional and the def2-TZVPD basis.

Energy above the lowest of the compared OMol25 structures with the same formula, charge and spin: 51.8 kcal per mole
LUMO: 0.85 eV
Structure (SMILES): C=C/C=C/CN.O

```
! RIJCOSX wB97M-V def2-TZVPD def2/J DEFGRID3
* xyz 0 1
H 1.64 -2.59 -2.50
C -1.35 1.53 -0.03
H 2.34 -1.20 -0.56
H 0.29 -1.48 -2.84
H -0.95 -0.65 -0.21
C 0.76 0.30 -0.75
N -1.39 1.76 1.42
H 1.29 1.24 -0.89
O 0.62 -1.31 2.49
H -2.36 1.40 -0.40
H -0.10 -1.33 3.12
H -0.50 2.08 1.75
C -0.52 0.33 -0.40
C 1.49 -0.91 -1.17
H -0.94 2.44 -0.46
C 1.14 -1.68 -2.18
H 0.24 -0.88 1.70
H -1.70 0.94 1.92
*
```

Record 10
A single C5H11NO molecule. Source: the Open Molecules 2025 dataset; level of theory: the ωB97M-V functional and the def2-TZVPD basis.

Energy above the lowest of the compared OMol25 structures with the same formula, charge and spin: 34.7 kcal per mole
LUMO: 0.91 eV
Structure (SMILES): CCN(C=O)CC

```
! RIJCOSX wB97M-V def2-TZVPD def2/J DEFGRID3
* xyz 0 1
O 0.52 2.64 -0.03
H 1.46 -0.48 2.17
H 0.48 1.71 1.70
H 1.01 -0.64 -1.58
H -1.12 -0.11 1.49
H 1.20 -1.99 1.54
H 0.77 1.12 -1.86
C -0.96 0.01 -2.06
H 0.05 -1.62 2.83
H -0.83 0.05 -3.14
H -0.87 -1.36 0.32
H -1.56 -0.83 -1.61
C 0.47 1.66 0.66
C 0.63 -1.17 1.98
H -1.57 0.93 -2.04
N 0.25 0.43 0.06
C -0.35 -0.58 0.91
C 0.42 0.21 -1.33
*
```

Record 11
A single C5H11NO molecule. Source: the Open Molecules 2025 dataset; level of theory: the ωB97M-V functional and the def2-TZVPD basis.

Energy above the lowest of the compared OMol25 structures with the same formula, charge and spin: 64.5 kcal per mole
LUMO: 0.85 eV
Structure (SMILES): CCN(C)C(C)=O

```
! RIJCOSX wB97M-V def2-TZVPD def2/J DEFGRID3
* xyz 0 1
H -1.25 1.82 0.65
H -0.84 0.81 -1.22
H -2.76 0.79 1.10
C 0.90 -1.63 0.46
H 1.62 -1.51 -0.29
C -0.10 -0.10 -1.18
H -0.32 -0.84 -1.87
H 0.85 1.42 -2.48
H 1.90 -0.11 -2.17
C 1.22 0.69 -1.54
N -0.18 -0.64 0.17
H 1.49 -1.36 1.39
H -1.66 1.80 2.28
H 0.44 -2.73 0.51
H 1.80 1.20 -0.86
C -0.76 -0.06 1.31
C -1.78 1.12 1.41
O -0.59 -0.67 2.32
*
```

Record 12
2 unconnected molecules or ions with the total composition C5H11NO. Source: the Open Molecules 2025 dataset; level of theory: the ωB97M-V functional and the def2-TZVPD basis.

Energy above the lowest of the compared OMol25 structures with the same formula, charge and spin: 28.2 kcal per mole
LUMO: 0.55 eV
Structure (SMILES): CC(C)CC#N.O

```
! RIJCOSX wB97M-V def2-TZVPD def2/J DEFGRID3
* xyz 0 1
H -0.13 1.18 1.16
C -0.47 0.51 0.38
H 4.14 -0.15 0.13
N -3.05 -1.48 -1.00
H 4.26 -1.32 -0.77
H 0.21 -1.49 -0.01
H 0.71 -0.83 1.54
C -1.87 -0.02 0.80
C 0.54 -0.59 0.46
H -2.47 0.90 0.92
H -1.79 -0.54 1.78
H -1.16 2.23 -0.75
H 0.38 1.49 -1.45
H 1.49 -0.28 0.06
C -2.53 -0.89 -0.15
H -1.21 0.73 -1.71
C -0.59 1.30 -0.97
O 3.56 -0.75 -0.41
*
```

- What is the formula in the ninth record?
  C5H11NO

- What is the energy above the lowest of the compared OMol25 structures with the same formula, charge and spin in the tenth record?
  34.7 kcal per mole